Model a:
Computed, not measured: C10H13NO in the gas phase, with ωB97M-V with the def2-TZVPD basis set.

Structure (XYZ):
```
25
Properties=species:S:1:pos:R:3:nbo_charge:R:1
C 0.610 1.946 1.970 -0.75
C 1.890 1.482 1.332 0.71
O 2.965 1.999 1.535 -0.58
N 1.894 0.190 0.677 -0.47
C 3.060 -0.484 0.466 -0.42
C 0.700 -0.541 0.478 0.11
C -0.391 -0.638 1.277 -0.10
C -1.525 -1.158 0.863 -0.15
C -1.931 -1.020 -0.574 -0.32
C -2.457 0.329 -1.134 -0.58
C -0.689 -1.374 -1.326 -0.11
C 0.581 -1.228 -0.797 -0.26
H 0.480 1.595 3.040 0.26
H 0.748 3.034 2.182 0.25
H -0.380 1.793 1.556 0.25
H 3.357 -0.638 -0.591 0.19
H 3.963 -0.084 1.042 0.25
H 3.092 -1.584 0.772 0.20
H -2.091 -1.669 1.603 0.21
H -2.626 -1.823 -0.746 0.23
H -1.550 0.791 -1.384 0.22
H -3.008 0.795 -0.407 0.22
H -3.028 0.056 -2.044 0.21
H -0.895 -1.485 -2.444 0.22
H 1.444 -1.219 -1.499 0.22
```

HOMO level (spin up / spin down), eV: -8.0 / -8.0
Structure (SMILES): CC(=O)N(C)C1=C=C[C@@H](C)C=C1
Lowest unoccupied orbital energy (spin up / spin down), eV: -0.3 / -0.3
HOMO-LUMO gap (spin up / spin down), hartree: 0.2822 / 0.2824


Model b:
Computed, not measured: C10H13NO in the gas phase, with ωB97M-V with the def2-TZVPD basis set.

Structure (XYZ):
```
25
Properties=species:S:1:pos:R:3:nbo_charge:R:1
C -2.329 -2.045 -0.077 -0.66
C -1.700 -0.726 -0.110 0.31
C -1.653 0.120 -1.147 -0.29
C -0.744 1.262 -0.865 -0.45
C 0.029 0.653 0.399 0.46
C 0.252 1.688 1.512 -0.64
N 1.228 0.037 -0.016 -0.36
C 2.380 0.617 -0.519 -0.12
C 3.341 -0.374 -0.567 -0.28
C 2.785 -1.573 -0.179 -0.33
C 1.421 -1.231 0.198 -0.03
O -0.779 -0.382 0.848 -0.51
H -1.511 -2.779 -0.009 0.23
H -3.019 -2.340 -0.954 0.24
H -3.004 -2.159 0.744 0.23
H -2.214 -0.042 -2.015 0.21
H -0.063 1.328 -1.759 0.22
H -1.194 2.220 -0.816 0.22
H -0.299 2.586 1.710 0.23
H 1.216 2.032 1.251 0.22
H 0.434 1.036 2.314 0.23
H 2.518 1.663 -0.669 0.21
H 4.397 -0.317 -0.790 0.22
H 3.130 -2.575 0.012 0.22
H 0.563 -1.806 0.505 0.22
```

HOMO level, eV: -7.8
Structure (SMILES): CC1=CC[C@](C)(n2cccc2)O1
Lowest unoccupied orbital energy, eV: 0.9
HOMO-LUMO gap, hartree: 0.3194


The structure with the least stability is model a.